[1]
{"formula": "C14H15N5S", "method": "ωB97M-V with the def2-TZVPD basis set", "elements": ["C", "C", "N", "C", "C", "C", "N", "N", "C", "S", "C", "C", "C", "C", "C", "C", "C", "N", "N", "C", "H", "H", "H", "H", "H", "H", "H", "H", "H", "H", "H", "H", "H", "H", "H"], "positions_angstrom": [[-3.938, -1.991, 0.062], [-5.296, -1.745, -0.080], [-5.808, -0.529, -0.185], [-4.989, 0.501, -0.153], [-3.602, 0.371, -0.013], [-2.770, 1.548, 0.015], [-3.180, 2.795, -0.064], [-2.144, 3.635, -0.004], [-1.076, 2.897, 0.113], [0.631, 3.068, 0.257], [0.723, 1.291, 0.322], [2.040, 0.614, 0.421], [1.882, -0.866, 0.773], [3.250, -1.534, 0.861], [4.005, -1.386, -0.456], [4.159, 0.088, -0.818], [2.795, 0.763, -0.910], [-0.400, 0.687, 0.244], [-1.405, 1.560, 0.130], [-3.071, -0.914, 0.097], [-3.568, -3.001, 0.145], [-6.012, -2.556, -0.112], [-5.430, 1.483, -0.240], [2.623, 1.116, 1.202], [1.282, -1.351, 0.002], [1.350, -0.963, 1.721], [3.125, -2.591, 1.103], [3.829, -1.074, 1.666], [4.988, -1.853, -0.376], [3.455, -1.898, -1.248], [4.678, 0.186, -1.773], [4.761, 0.588, -0.056], [2.208, 0.298, -1.705], [2.915, 1.822, -1.148], [-2.006, -1.059, 0.208]], "forces_ev_per_angstrom": [[-0.11, 0.06, -0.01], [0.22, -0.32, 0.03], [-0.52, 0.02, -0.05], [0.45, 0.24, 0.03], [-0.31, -0.63, 0.00], [0.20, 0.22, 0.00], [-0.98, -0.88, -0.04], [1.13, 0.88, 0.07], [-0.33, -0.32, -0.02], [0.09, -0.23, 0.02], [-0.08, 0.82, 0.06], [0.01, -0.27, -0.24], [0.20, 0.11, 0.26], [-0.15, -0.11, -0.25], [0.20, 0.13, 0.24], [-0.15, -0.16, -0.24], [0.28, 0.13, 0.22], [0.32, -1.31, 0.10], [-0.27, 1.68, -0.09], [-0.16, 0.14, -0.02], [0.00, -0.09, 0.00], [0.01, -0.13, 0.01], [0.01, 0.11, 0.00], [-0.02, -0.03, 0.01], [-0.08, -0.03, -0.01], [-0.09, -0.03, -0.03], [0.03, 0.01, 0.09], [0.05, -0.03, 0.08], [-0.01, -0.06, -0.07], [0.00, -0.07, -0.07], [0.07, 0.06, 0.03], [0.08, 0.05, 0.01], [-0.08, 0.04, -0.04], [-0.05, -0.01, -0.09], [0.01, -0.02, 0.00]], "nbo_charge": [-0.26, 0.04, -0.41, 0.08, -0.14, 0.29, -0.25, -0.28, 0.11, 0.37, 0.16, -0.29, -0.39, -0.40, -0.40, -0.40, -0.38, -0.27, -0.20, -0.15, 0.22, 0.19, 0.22, 0.22, 0.21, 0.22, 0.21, 0.19, 0.21, 0.20, 0.21, 0.20, 0.21, 0.21, 0.23], "orbital_gap_ev": 8.834, "charge": 0, "fmax_ev_per_a": 1.70, "e_tot_ev": -33046.5343, "smiles": "c1cncc(-c2nnc3sc(C4CCCCC4)nn23)c1", "multiplicity": 1, "relative_energy_kcal_mol": 14.07, "lumo_energy_ev": 0.31}

[2]
{"formula": "C25H19N6O5P", "method": "ωB97M-V with the def2-TZVPD basis set", "elements": ["O", "N", "O", "C", "C", "C", "N", "O", "O", "C", "N", "N", "N", "N", "C", "H", "H", "O", "C", "C", "P", "C", "C", "C", "C", "C", "C", "C", "C", "C", "C", "C", "C", "C", "C", "C", "C", "C", "C", "H", "H", "H", "H", "H", "H", "H", "H", "H", "H", "H", "H", "H", "H", "H", "H", "H"], "positions_angstrom": [[-2.310, -4.037, 2.895], [-1.952, -2.915, 2.480], [-1.604, -2.705, 1.290], [-1.914, -1.798, 3.396], [-2.306, -1.961, 4.741], [-2.508, -0.856, 5.563], [-2.900, -0.984, 6.966], [-2.953, 0.005, 7.713], [-3.162, -2.147, 7.355], [-2.371, 0.460, 5.005], [-2.595, 1.714, 5.443], [-2.314, 2.529, 4.397], [-1.924, 1.865, 3.334], [-1.949, 0.540, 3.682], [-1.671, -0.532, 2.873], [-2.478, -2.968, 5.111], [-1.469, -0.338, 1.837], [2.301, 0.917, 2.560], [2.167, 0.944, 1.327], [1.012, 0.463, 0.627], [1.009, 0.355, -1.115], [1.905, 1.667, -2.001], [2.853, 1.379, -3.004], [3.447, 2.415, -3.725], [3.112, 3.744, -3.449], [2.197, 4.041, -2.432], [1.600, 3.009, -1.707], [-0.718, 0.453, -1.632], [-1.650, -0.222, -0.839], [-3.013, -0.092, -1.087], [-3.447, 0.696, -2.158], [-2.515, 1.311, -2.999], [-1.147, 1.201, -2.742], [1.640, -1.209, -1.784], [2.765, -1.789, -1.177], [3.354, -2.920, -1.745], [2.798, -3.497, -2.892], [1.648, -2.950, -3.471], [1.056, -1.816, -2.911], [2.982, 1.361, 0.683], [0.102, 0.247, 1.176], [3.124, 0.347, -3.233], [4.167, 2.181, -4.512], [3.559, 4.552, -4.027], [1.935, 5.075, -2.203], [0.887, 3.240, -0.916], [-1.309, -0.864, -0.030], [-3.709, -0.628, -0.443], [-4.513, 0.807, -2.344], [-2.850, 1.880, -3.867], [-0.420, 1.685, -3.394], [3.169, -1.343, -0.269], [4.254, -3.337, -1.292], [3.265, -4.377, -3.335], [1.214, -3.398, -4.366], [0.149, -1.401, -3.353]], "forces_ev_per_angstrom": [[0.64, 2.56, -0.48], [0.56, -2.35, -1.96], [-0.77, -0.21, 2.52], [-0.10, 1.94, -0.14], [-0.40, 0.50, 1.28], [0.32, 0.07, -1.14], [-0.76, -1.18, 2.58], [0.31, -1.60, -2.10], [0.54, 2.02, -1.01], [0.06, 0.97, -0.01], [0.38, -1.01, -0.87], [0.40, -1.90, -0.91], [-0.30, 0.35, 0.97], [0.05, -0.06, 0.57], [-1.21, -0.42, 0.88], [0.02, 0.25, 0.08], [0.11, 0.07, 0.03], [-0.02, 0.25, -1.04], [-0.55, -0.53, 0.76], [0.87, 0.68, -0.98], [-0.35, -0.02, 1.10], [0.46, 0.24, -0.22], [-0.30, 0.10, 0.20], [-0.13, 0.21, 0.11], [-0.09, -0.22, 0.11], [-0.01, -0.25, -0.03], [0.09, -0.16, -0.15], [-0.24, 0.18, -0.38], [-0.17, 0.11, -0.15], [0.27, 0.04, -0.18], [0.16, -0.12, 0.04], [-0.02, -0.09, 0.09], [-0.09, -0.31, 0.42], [0.06, -0.45, -0.26], [-0.18, 0.05, -0.39], [-0.18, 0.09, -0.05], [-0.04, 0.22, 0.06], [0.07, 0.04, 0.20], [0.42, 0.05, 0.16], [-0.08, -0.13, 0.18], [0.43, -0.03, -0.29], [-0.14, 0.25, 0.10], [-0.22, 0.09, 0.27], [-0.08, -0.21, 0.16], [0.12, -0.30, -0.09], [0.15, -0.09, -0.15], [-0.08, 0.09, -0.28], [0.00, 0.20, -0.22], [0.23, -0.01, -0.02], [0.04, -0.10, 0.26], [-0.19, -0.05, 0.19], [-0.02, -0.09, -0.17], [-0.29, 0.03, -0.13], [-0.14, 0.23, 0.11], [0.11, 0.07, 0.30], [0.26, -0.05, 0.08]], "nbo_charge": [-0.34, 0.51, -0.38, -0.04, -0.12, 0.02, 0.50, -0.31, -0.37, 0.30, -0.26, 0.01, -0.06, -0.20, 0.19, 0.30, 0.25, -0.64, 0.35, -0.93, 1.56, -0.42, -0.13, -0.22, -0.19, -0.21, -0.17, -0.39, -0.21, -0.20, -0.19, -0.23, -0.13, -0.32, -0.21, -0.20, -0.19, -0.21, -0.21, 0.10, 0.21, 0.22, 0.22, 0.22, 0.23, 0.24, 0.23, 0.22, 0.22, 0.22, 0.22, 0.24, 0.22, 0.22, 0.22, 0.23], "orbital_gap_ev": 5.765, "charge": 0, "fmax_ev_per_a": 3.11, "e_tot_ev": -54691.1565, "smiles": "O=[N+]([O-])c1cc([N+](=O)[O-])c2nnnn2c1.O=CC=P(c1ccccc1)(c1ccccc1)c1ccccc1", "multiplicity": 1, "lumo_energy_ev": -2.12}

| no. | E_HOMO (eV) |
| --- | --- |
| 1 | -8.5 |
| 2 | -7.9 |